(1)
{"formula": "C5H11O4Pt", "method": "wB97M-V/def2-TZVPD", "orbital_gap_ev": [6.26, 7.33], "charge": 0, "relative_energy_kj_mol": 155.4, "multiplicity": 4, "homo_ev": [-5.8, -6.9], "symbols": ["Pt", "O", "O", "O", "O", "C", "C", "C", "C", "C", "H", "H", "H", "H", "H", "H", "H", "H", "H", "H", "H"], "coordinates": [[-0.132, -1.230, 0.454], [-0.698, -1.037, 2.068], [-0.745, 0.273, -0.747], [-1.203, -2.324, -0.774], [1.426, 0.028, 0.660], [1.066, 1.340, 0.241], [2.281, 0.018, 1.798], [-1.682, -0.144, -1.656], [-2.105, -1.573, -1.507], [0.241, 1.257, -1.019], [-3.117, -1.592, -1.031], [1.802, 0.522, 2.651], [-2.006, 0.586, -2.403], [-0.221, 2.229, -1.237], [-1.602, -0.548, 2.182], [-2.269, -1.973, -2.530], [0.825, 0.931, -1.890], [2.485, -1.021, 2.073], [1.971, 1.938, 0.065], [0.460, 1.789, 1.045], [3.222, 0.532, 1.557]], "mulliken_spin": [1.4940, 0.2789, 0.1107, 0.1408, 0.0295, 0.0146, 0.0106, 0.8368, -0.0512, 0.0175, 0.0719, -0.0036, 0.0028, 0.0046, 0.0057, 0.0495, -0.0136, -0.0001, 0.0017, -0.0014, 0.0003]}

***

(2)
{"formula": "C7H12N2S", "method": "wB97M-V/def2-TZVPD", "orbital_gap_ev": 8.08, "charge": 0, "relative_energy_kj_mol": 332.4, "multiplicity": 1, "smiles": "Cc1nsc(C(C)C)c1N", "homo_ev": -7.3, "symbols": ["S", "N", "N", "C", "C", "C", "C", "C", "C", "C", "H", "H", "H", "H", "H", "H", "H", "H", "H", "H", "H", "H"], "coordinates": [[1.318, 0.026, -1.794], [1.744, -1.472, -1.336], [-0.733, -1.296, 1.309], [0.155, 0.409, -0.793], [1.561, -3.249, 0.205], [-0.453, 1.750, -0.633], [-2.022, 1.831, -0.242], [0.435, 2.620, 0.308], [0.157, -1.140, 0.289], [1.103, -1.926, -0.216], [1.653, -3.914, -0.698], [-1.106, -2.278, 1.445], [-2.801, 1.403, -1.009], [0.169, 2.457, 1.332], [-2.180, 2.871, -0.267], [-1.592, -0.690, 1.128], [0.288, 3.656, 0.209], [-0.477, 2.116, -1.678], [1.452, 2.282, 0.181], [-2.140, 1.525, 0.766], [0.864, -3.738, 0.833], [2.605, -3.245, 0.661]], "mulliken_charge": [0.0376, -0.6195, -0.5916, -0.1317, -1.1292, 0.6630, -1.5202, -1.3639, 0.5229, 0.2039, 0.3068, 0.2597, 0.2470, 0.3472, 0.4747, 0.2410, 0.4225, 0.2564, 0.3978, 0.4267, 0.3267, 0.2223]}

***

| no. | total energy (eV) |
| --- | --- |
| 1 | -16790.6941 |
| 2 | -21265.7682 |